Record 1
Formula: C5H6NO2S
Source: the OMol25 dataset
Level of theory: ωB97M-V/def2-TZVPD

Properties
LUMO (eV): 3.685
Structure (SMILES): O=C=NCCCC([O-])=S
HOMO energy (hartree): -0.1407
Relative energy (zero: lowest compared OMol25 entry of this formula, charge and spin) (kcal per mole): 28.8

The geometry in ORCA input format:
```
! wB97M-V def2-TZVPD RIJCOSX def2/J DEFGRID3
* xyz -1 1
C -1.626 0.863 -0.461
C -0.451 1.990 1.880
C -0.273 0.367 -1.032
C 0.454 -0.508 -0.110
C -0.113 -0.424 1.302
N 0.233 0.982 1.850
O -0.560 3.084 2.371
O -1.730 1.780 0.391
S -2.986 0.002 -0.977
H -0.544 -0.133 -1.935
H 0.312 1.308 -1.503
H 0.385 -1.461 -0.446
H 1.613 -0.238 -0.147
H -1.165 -0.628 1.388
H 0.425 -1.120 2.007
*
```

---

Record 2
Formula: C6H22MnN4O5
Source: the OMol25 dataset
Level of theory: ωB97M-V/def2-TZVPD

Properties
LUMO (spin up / spin down) (eV): -6.951 / -7.234
HOMO energy (spin up / spin down) (hartree): -0.6190 / -0.6265

The geometry in ORCA input format:
```
! wB97M-V def2-TZVPD RIJCOSX def2/J DEFGRID3
* xyz 2 6
Mn 0.578 0.533 -0.426
C -2.619 -0.869 1.526
C -2.017 -1.717 2.553
O -0.643 -1.924 2.287
H -2.878 -1.484 0.695
H -1.771 -0.218 1.257
H -3.464 -0.226 1.733
H -2.548 -2.649 2.635
H -1.946 -1.224 3.559
H -0.180 -2.426 2.973
C 2.052 -0.309 1.382
O 2.463 -1.637 1.552
N 2.508 0.381 0.382
N 0.865 0.052 1.623
H 3.444 -0.099 0.154
H 2.829 1.432 0.567
H 0.286 -0.801 1.926
H 1.005 0.500 2.591
C -1.850 1.501 -1.047
O -3.223 1.745 -1.028
N -1.186 0.542 -1.595
N -0.942 2.082 -0.325
H -1.942 -0.132 -1.956
H -0.881 0.901 -2.548
H -1.609 2.197 0.539
H -0.914 3.148 -0.564
C 0.068 -2.331 -0.658
O 0.993 -1.423 -1.225
H -0.271 -3.045 -1.378
H -0.883 -1.829 -0.252
H 0.359 -2.954 0.247
H 1.666 -1.903 -1.727
C 2.459 2.337 -2.643
O 1.255 2.038 -1.937
H 3.056 3.181 -2.283
H 2.263 2.558 -3.703
H 3.052 1.435 -2.582
H 0.563 2.636 -2.303
*
```

---

For the records above, the corresponding max |F| values read 4.71 14.57 eV/A.